DFT (wB97M-V/def2-TZVPD) results for 8 unconnected molecules or ions with the total composition C23H27F2N10O5 at a distorted geometry.

Structure (XYZ):
```
67
Properties=species:S:1:pos:R:3
O -0.87 0.21 -3.42
C 0.02 0.00 -2.55
C -0.07 -1.38 -1.70
C 0.23 -1.04 -0.16
C -0.07 0.32 0.53
N 0.28 0.55 1.92
C 0.93 -0.43 2.76
N 1.33 -0.20 4.16
C 0.25 -0.47 5.12
O -0.40 0.36 5.76
F -0.09 -1.85 5.33
C 1.98 1.11 4.36
O 1.43 2.22 4.39
F 3.41 1.07 4.49
C 1.25 -1.85 2.17
C 0.91 -2.19 0.68
O 1.22 -3.49 0.16
N 0.30 -4.42 0.66
O -0.81 -4.04 0.46
H 0.88 0.76 -2.39
H -1.09 -1.88 -1.87
H 0.81 -2.01 -2.07
H -0.58 1.18 -0.04
H 0.09 1.48 2.35
H 1.76 -2.66 2.81
C -3.42 2.67 -4.25
C -2.71 2.61 -2.93
N -2.15 2.56 -1.88
H -2.87 3.32 -4.93
H -3.48 1.67 -4.69
H -4.42 3.06 -4.11
C 6.50 0.98 4.38
C 7.59 0.85 3.36
N 8.45 0.75 2.55
H 5.53 0.82 3.91
H 6.64 0.24 5.17
H 6.53 1.98 4.82
C 9.44 4.42 2.43
C 8.46 4.24 3.55
N 7.68 4.10 4.44
H 9.40 3.57 1.76
H 9.19 5.33 1.87
H 10.45 4.52 2.83
C -1.47 -3.79 -5.08
C -0.77 -3.83 -3.75
N -0.22 -3.87 -2.71
H -0.92 -3.14 -5.77
H -1.52 -4.79 -5.50
H -2.48 -3.40 -4.95
C -6.01 0.70 -6.96
C -4.52 0.58 -6.88
N -3.33 0.47 -6.82
H -6.30 1.17 -7.91
H -6.47 -0.29 -6.90
H -6.38 1.31 -6.14
C -3.76 -1.42 5.00
C -3.30 -1.08 3.62
N -2.93 -0.81 2.52
H -4.74 -1.90 4.96
H -3.05 -2.10 5.47
H -3.83 -0.51 5.60
C -4.43 -0.08 -1.33
C -5.08 -0.99 -2.32
N -5.60 -1.72 -3.10
H -3.74 -0.64 -0.70
H -3.88 0.70 -1.85
H -5.19 0.39 -0.70
```

* net charge: +1
* gap between HOMO and LUMO: 0.279 hartree
* molecular weight: 561.53 g mol⁻¹

Computed natural (NBO) charges, given in elementary charges:
1 O -0.50
2 C 0.40
3 C -0.55
4 C 0.01
5 C 0.08
6 N -0.48
7 C 0.38
8 N -0.57
9 C 0.97
10 O -0.45
11 F -0.32
12 C 0.97
13 O -0.45
14 F -0.31
15 C -0.22
16 C 0.36
17 O -0.39
18 N 0.43
19 O -0.20
20 H 0.16
21 H 0.30
22 H 0.30
23 H 0.31
24 H 0.47
25 H 0.29
26 C -0.73
27 C 0.36
28 N -0.43
29 H 0.27
30 H 0.28
31 H 0.25
32 C -0.72
33 C 0.30
34 N -0.36
35 H 0.24
36 H 0.25
37 H 0.29
38 C -0.72
39 C 0.33
40 N -0.39
41 H 0.27
42 H 0.25
43 H 0.26
44 C -0.72
45 C 0.35
46 N -0.43
47 H 0.27
48 H 0.26
49 H 0.27
50 C -0.72
51 C 0.30
52 N -0.36
53 H 0.26
54 H 0.27
55 H 0.25
56 C -0.72
57 C 0.33
58 N -0.41
59 H 0.27
60 H 0.26
61 H 0.27
62 C -0.72
63 C 0.29
64 N -0.35
65 H 0.25
66 H 0.26
67 H 0.26